# 1
# CH4FeO

CH4FeO as an isolated structure in a non-equilibrium geometry (ωB97M-V/def2-TZVPD, the OMol25 dataset).

Each line ends with the natural charge from an NBO analysis.
Element x y z (Å)
Fe 1.44 -0.14 1.12  0.997
O 0.75 -1.35 -0.12  -1.150
H 0.13 -2.07 -0.02  0.476
C -0.28 0.79 -0.06  -1.017
H -1.24 0.56 -0.55  0.222
H 0.12 0.95 -1.08  0.247
H -0.91 1.27 0.71  0.226

Output
LUMO energy (spin up / spin down) ... -1.06 / -0.97 eV
Net charge ... 0
Multiplicity ... 5
Frontier orbital gap (spin up / spin down) ... 5.91 / 6.27 eV
⟨S²⟩ ... 6.023

# 2
# C4H6N2OS

One molecule with the formula C4H6N2OS in a non-equilibrium geometry (ωB97M-V/def2-TZVPD, the OMol25 dataset).

Each line ends with the natural charge from an NBO analysis.
Element x y z (Å)
C 0.14 -0.21 -0.07  -0.181
C 0.07 1.08 -0.30  0.417
C -0.92 -1.11 0.05  0.565
C 1.47 -0.83 -0.08  -0.622
N -2.21 -0.65 0.11  -0.715
N 0.61 2.19 0.06  -0.748
O -0.72 -2.31 0.22  -0.639
S -2.63 0.89 -0.04  -0.018
H 1.38 -1.77 0.43  0.271
H 2.15 -0.14 0.41  0.203
H 1.90 -1.07 -1.09  0.238
H -2.87 -1.38 -0.14  0.414
H 0.67 3.03 -0.52  0.415
H 0.96 2.28 0.97  0.400

Output
LUMO energy (spin up / spin down) ... -0.62 / -0.62 eV
Net charge ... 0
ΔE to the lowest compared entry with this formula, charge and spin ... 4.141 eV
Multiplicity ... 1
Frontier orbital gap (spin up / spin down) ... 6.49 / 6.49 eV

# 3
# C39H49Br2O5P2

A 6-piece molecular cluster, C39H49Br2O5P2 overall in a non-equilibrium geometry (ωB97M-V/def2-TZVPD, the OMol25 dataset).

Each line ends with the Löwdin charge.
Element x y z (Å)
C -0.51 -0.10 -5.47  -0.028
C -0.86 -1.73 -5.39  -0.293
O -2.13 -2.15 -5.57  -0.065
O 0.30 -2.61 -5.19  -0.132
C 0.09 -3.57 -4.08  -0.229
C 1.28 -3.49 -2.91  -0.278
P 0.89 -2.08 -1.64  0.520
C 1.84 -2.81 -0.16  -0.282
C 3.34 -2.18 0.09  -0.303
C 3.43 -0.55 0.06  -0.605
Br 3.40 0.32 1.87  0.574
O -0.37 -3.22 -1.12  -0.411
C -1.37 -2.60 -0.20  -0.244
C -1.33 -1.01 -0.70  -0.547
P -2.46 0.17 0.30  0.628
O -3.36 1.08 -0.93  -0.437
Br -3.90 -1.19 1.44  0.177
O 0.12 -0.73 -0.79  -0.394
H -1.44 0.48 -5.90  0.086
H 0.49 0.10 -6.08  0.076
H -0.29 0.29 -4.36  0.095
H -0.99 -3.51 -3.64  0.125
H 0.20 -4.66 -4.55  0.121
H 1.20 -4.53 -2.34  0.084
H 2.36 -3.41 -3.38  0.084
H 1.97 -1.32 -2.23  -0.001
H 0.12 -1.55 -2.77  0.010
H 1.24 -2.78 0.87  0.098
H 1.99 -3.97 -0.38  0.092
H 4.17 -2.67 -0.62  0.109
H 3.66 -2.52 1.19  0.093
H 2.62 -0.01 -0.60  0.051
H 4.48 -0.27 -0.42  0.067
H -1.10 -2.75 0.95  0.119
H -2.46 -2.91 -0.50  0.093
H -1.81 -1.08 -1.77  0.105
H -3.35 0.50 -1.78  0.064
C -6.35 4.64 -0.43  -0.113
C -6.86 5.31 0.68  -0.107
C -6.65 4.79 1.96  -0.105
C -5.92 3.61 2.12  -0.089
C -5.41 2.95 1.01  -0.076
C -5.63 3.46 -0.27  -0.099
H -6.52 5.05 -1.43  0.102
H -7.43 6.23 0.56  0.095
H -7.05 5.30 2.83  0.095
H -5.75 3.21 3.12  0.100
H -4.84 2.03 1.13  0.066
H -5.23 2.94 -1.14  0.080
C 3.56 1.08 -5.52  -0.096
C 3.49 -0.01 -4.66  -0.083
C 4.57 -0.33 -3.84  -0.092
C 5.72 0.45 -3.88  -0.100
C 5.80 1.55 -4.73  -0.109
C 4.72 1.86 -5.56  -0.106
H 2.72 1.33 -6.16  0.089
H 2.59 -0.62 -4.63  0.085
H 4.52 -1.19 -3.18  0.091
H 6.57 0.21 -3.23  0.097
H 6.69 2.17 -4.75  0.094
H 4.77 2.72 -6.23  0.094
C 2.42 0.30 7.70  -0.104
C 3.05 0.23 6.46  -0.091
C 2.30 0.32 5.29  -0.103
C 0.92 0.49 5.36  -0.082
C 0.29 0.57 6.60  -0.100
C 1.04 0.47 7.77  -0.108
H 3.01 0.23 8.62  0.095
H 4.13 0.10 6.41  0.085
H 2.79 0.26 4.32  -0.022
H 0.33 0.57 4.45  0.105
H -0.79 0.70 6.66  0.098
H 0.54 0.52 8.74  0.094
C -7.64 1.65 -2.81  -0.083
C -7.99 0.75 -3.81  -0.092
C -9.32 0.41 -4.01  -0.102
C -10.32 0.98 -3.22  -0.106
C -9.97 1.89 -2.21  -0.098
C -8.63 2.22 -2.01  -0.084
H -6.59 1.91 -2.65  0.086
H -7.21 0.31 -4.44  0.102
H -9.59 -0.30 -4.79  0.097
H -11.36 0.72 -3.38  0.095
H -10.74 2.33 -1.60  0.098
H -8.36 2.92 -1.22  0.086
C 6.77 -0.88 5.24  -0.095
C 6.69 -1.97 6.09  -0.095
C 7.78 -2.29 6.91  -0.101
C 8.93 -1.51 6.88  -0.106
C 9.00 -0.41 6.03  -0.103
C 7.92 -0.09 5.20  -0.092
H 5.92 -0.63 4.59  0.095
H 5.79 -2.58 6.12  0.103
H 7.72 -3.15 7.58  0.097
H 9.77 -1.75 7.53  0.096
H 9.90 0.21 6.00  0.097
H 7.98 0.76 4.53  0.101

Output
LUMO energy ... 2.28 eV
Net charge ... -1
Multiplicity ... 1
Frontier orbital gap ... 7.56 eV

# 4
# C29H60F18N5O15PS4

A 10-piece molecular cluster, C29H60F18N5O15PS4 overall in a non-equilibrium geometry (ωB97M-V/def2-TZVPD, the OMol25 dataset).

Each line ends with the Löwdin charge.
Element x y z (Å)
C 1.80 -2.98 -2.52  0.027
C 2.86 -1.93 -2.66  -0.390
O 2.73 -0.76 -2.74  0.172
N 4.26 -2.46 -2.55  0.084
H 4.46 -2.67 -1.55  0.089
H 4.35 -3.32 -3.09  0.176
C 5.35 -1.52 -3.04  0.008
H 1.81 -3.47 -1.55  0.103
H 1.80 -3.65 -3.39  0.099
H 0.85 -2.47 -2.62  0.077
H 6.24 -2.12 -2.82  0.099
H 5.42 -0.67 -2.37  0.097
H 5.38 -1.34 -4.11  0.098
C 1.94 -2.10 0.95  0.040
C 0.65 -1.43 0.62  -0.391
O 0.15 -1.49 -0.46  0.117
N -0.16 -0.77 1.68  0.095
H -1.16 -0.98 1.48  0.116
H -0.07 -1.29 2.57  0.121
C 0.20 0.66 1.73  -0.008
H 1.83 -3.11 1.35  0.104
H 2.35 -1.46 1.73  0.084
H 2.64 -2.11 0.11  0.052
H 1.28 0.81 1.81  0.098
H -0.17 1.16 2.61  0.084
H -0.09 1.18 0.82  0.081
C 0.79 6.41 7.30  0.026
C 0.89 5.67 6.01  -0.413
O 1.07 6.13 4.94  0.203
N 0.80 4.18 6.10  0.098
H 1.72 3.73 6.00  0.188
H 0.45 3.91 7.02  0.169
C -0.15 3.55 5.09  0.043
H 1.48 5.88 7.97  0.102
H -0.20 6.33 7.75  0.103
H 1.03 7.47 7.26  0.100
H 0.07 2.49 5.01  0.079
H -0.13 4.05 4.13  0.087
H -1.13 3.76 5.54  0.107
C -6.73 -0.64 -2.21  -0.085
C -6.44 -1.97 -1.54  -0.230
C -4.94 -2.25 -1.41  -0.150
N -4.52 -3.50 -0.68  -0.216
C -5.00 -3.48 0.75  0.039
C -4.95 -4.85 -1.35  -0.070
C -3.69 -5.57 -1.71  -0.166
C -2.69 -5.05 -0.70  -0.161
C -3.00 -3.58 -0.68  -0.105
H -7.82 -0.61 -2.19  0.079
H -6.44 -0.55 -3.26  0.075
H -6.32 0.14 -1.58  0.067
H -6.76 -2.84 -2.12  0.103
H -6.85 -2.03 -0.54  0.104
H -4.36 -1.42 -1.00  0.113
H -4.46 -2.37 -2.39  0.132
H -4.38 -2.82 1.36  0.092
H -4.76 -4.45 1.18  0.105
H -6.05 -3.23 0.81  0.102
H -5.56 -5.37 -0.61  0.130
H -5.48 -4.53 -2.25  0.116
H -3.86 -6.65 -1.74  0.124
H -3.48 -5.42 -2.77  0.118
H -2.71 -5.53 0.28  0.117
H -1.68 -5.13 -1.10  0.120
H -2.63 -3.01 0.17  0.114
H -2.58 -3.19 -1.61  0.136
C 2.10 6.28 -5.58  -0.084
C 1.06 5.22 -5.21  -0.227
C 1.71 3.89 -4.84  -0.119
N 0.72 2.80 -4.49  -0.231
C 0.15 2.26 -5.76  0.038
C -0.32 3.21 -3.51  -0.130
C -0.96 1.91 -3.00  -0.112
C 0.26 1.01 -2.84  -0.154
C 1.39 1.71 -3.61  -0.073
H 1.69 7.25 -5.85  0.078
H 2.79 5.94 -6.35  0.077
H 2.70 6.40 -4.67  0.084
H 0.46 5.00 -6.10  0.104
H 0.40 5.59 -4.42  0.114
H 2.37 3.97 -3.97  0.126
H 2.33 3.62 -5.69  0.134
H -0.49 3.06 -6.10  0.104
H -0.42 1.35 -5.56  0.103
H 0.99 2.01 -6.41  0.108
H -1.15 3.79 -3.93  0.142
H 0.10 3.86 -2.74  0.100
H -1.56 1.47 -3.79  0.106
H -1.55 2.04 -2.10  0.129
H 0.05 0.02 -3.25  0.109
H 0.56 0.85 -1.80  0.084
H 1.99 1.06 -4.23  0.124
H 2.03 2.26 -2.92  0.097
C 6.96 -2.86 1.85  -0.642
F 8.25 -2.62 1.66  0.145
F 6.73 -4.18 1.80  0.117
F 6.64 -2.47 3.09  0.127
S 5.81 -1.96 0.63  0.534
O 5.05 -1.02 1.42  -0.284
O 6.72 -1.37 -0.34  -0.335
O 4.96 -2.99 0.00  -0.367
C -0.01 -5.64 3.70  -0.669
F -0.56 -5.66 4.91  0.139
F 1.28 -5.37 3.80  0.143
F -0.16 -6.78 3.06  0.145
S -0.87 -4.23 2.69  0.539
O -0.41 -2.94 3.22  -0.321
O -0.38 -4.48 1.33  -0.360
O -2.32 -4.44 2.77  -0.340
C -3.49 1.95 2.00  -0.649
F -4.56 2.74 2.16  0.131
F -2.64 2.45 1.10  0.125
F -2.86 1.93 3.18  0.115
S -4.02 0.17 1.57  0.491
O -4.38 -0.44 2.82  -0.292
O -5.16 0.27 0.65  -0.336
O -2.85 -0.45 0.96  -0.354
C 1.38 3.21 -0.87  -0.555
F 1.45 1.88 -0.81  0.069
F 2.29 3.57 -1.81  0.069
F 0.14 3.54 -1.29  0.065
S 1.87 3.99 0.83  0.468
O 2.30 5.34 0.52  -0.319
O 0.67 3.88 1.62  -0.329
O 2.93 3.06 1.21  -0.313
P 2.13 0.07 5.16  0.192
F 1.62 -1.03 6.20  -0.137
F 0.64 0.10 4.47  -0.190
F 1.55 1.24 6.24  -0.231
F 2.57 1.23 4.11  -0.168
F 3.57 0.18 5.84  -0.132
F 2.53 -1.04 4.05  -0.150

Output
LUMO energy ... -0.67 eV
Net charge ... 0
Multiplicity ... 1
Frontier orbital gap ... 8.09 eV